Entry 1:
This record from OMol25 describes 3 unconnected molecules or ions with the total composition C32H56B2FIN3O12P at a distorted geometry. The level of theory is ωB97M-V/def2-TZVPD.

Atoms and positions in Å:
1 C -1.64 -2.23 3.62
2 C -0.92 -1.83 2.55
3 C -1.44 -1.62 1.16
4 C -2.76 -2.43 1.02
5 C -3.13 -2.79 -0.39
6 O -3.01 -2.14 -1.35
7 I -4.02 -4.79 -0.61
8 O -0.58 -1.99 0.10
9 C 0.37 -3.05 0.19
10 C -0.12 -4.39 0.73
11 C 0.94 -5.49 0.96
12 C 1.51 -6.17 -0.28
13 C 2.20 -7.51 0.06
14 C 3.72 -7.37 -0.03
15 P 1.98 -2.61 1.07
16 N 3.25 -3.45 0.66
17 C 0.74 -3.19 -1.31
18 C -0.01 -4.01 -2.16
19 C 0.32 -4.08 -3.51
20 N 1.30 -3.38 -4.09
21 C 1.98 -2.58 -3.28
22 C 1.75 -2.45 -1.91
23 C -1.67 -0.03 0.97
24 C -1.75 0.70 2.34
25 C -2.13 2.19 2.18
26 O -0.44 0.50 0.45
27 C -0.21 0.92 -0.85
28 F -0.62 0.01 -1.82
29 C -0.80 2.28 -1.28
30 C 0.02 3.50 -0.95
31 O 0.11 4.41 -1.73
32 B 1.40 1.02 -1.05
33 O 1.89 0.73 -2.29
34 C 2.48 1.46 0.01
35 C 2.10 1.77 1.46
36 B -3.08 0.32 0.29
37 N -3.33 0.71 -1.11
38 O -4.17 0.18 1.14
39 H -1.56 -1.73 4.57
40 H -2.30 -3.09 3.54
41 H 0.11 -1.56 2.76
42 H -3.60 -2.05 1.58
43 H -2.57 -3.40 1.49
44 H -0.56 -4.24 1.72
45 H -0.92 -4.82 0.15
46 H 0.42 -6.27 1.52
47 H 1.74 -5.18 1.62
48 H 2.18 -5.53 -0.85
49 H 0.67 -6.41 -0.93
50 H 1.90 -8.22 -0.71
51 H 1.87 -7.90 1.02
52 H 3.96 -7.01 -1.03
53 H 4.06 -6.62 0.68
54 H 4.22 -8.33 0.12
55 H 1.69 -2.84 2.44
56 H 2.17 -1.22 0.91
57 H 3.96 -2.81 0.32
58 H -0.85 -4.59 -1.81
59 H -0.26 -4.74 -4.14
60 H 2.77 -1.99 -3.72
61 H 2.37 -1.76 -1.36
62 H -0.76 0.73 2.80
63 H -2.50 0.26 2.99
64 H -1.69 2.72 3.03
65 H -3.20 2.36 2.25
66 H -1.68 2.64 1.30
67 H -0.88 2.25 -2.37
68 H -1.80 2.47 -0.91
69 H 0.52 3.62 0.02
70 H 1.36 1.09 -3.00
71 H 3.00 2.33 -0.41
72 H 3.26 0.68 0.03
73 H 1.55 2.69 1.61
74 H 3.01 1.85 2.06
75 H 1.54 0.95 1.90
76 H -3.86 -0.05 -1.54
77 H -3.98 1.49 -1.13
78 H -4.82 0.88 0.98
79 C 5.58 3.36 -8.10
80 C 6.08 3.46 -6.68
81 O 5.21 4.28 -5.87
82 C 4.09 3.68 -5.47
83 O 3.76 2.55 -5.70
84 O 3.38 4.56 -4.76
85 C 2.11 4.08 -4.32
86 H 5.44 4.36 -8.52
87 H 6.30 2.82 -8.72
88 H 4.63 2.84 -8.15
89 H 7.05 3.96 -6.65
90 H 6.20 2.48 -6.22
91 H 2.22 3.14 -3.79
92 H 1.45 3.96 -5.18
93 H 1.70 4.82 -3.65
94 C -5.27 7.34 6.06
95 C -4.87 6.83 4.69
96 O -3.88 5.80 4.77
97 C -4.33 4.60 5.11
98 O -5.47 4.30 5.33
99 O -3.29 3.77 5.17
100 C -3.61 2.44 5.60
101 H -4.38 7.66 6.62
102 H -5.95 8.18 5.97
103 H -5.76 6.56 6.64
104 H -4.41 7.63 4.11
105 H -5.73 6.48 4.13
106 H -4.42 2.02 5.00
107 H -3.89 2.45 6.65
108 H -2.72 1.84 5.47

Calculated values
Structure (SMILES): C=C[C@](CC(=O)I)(O[C@](CCCCC)([PH2]=N)c1ccncc1)[C@@](CC)(O[C@@](F)(CC=O)B(O)CC)B(N)O.CCOC(=O)OC.CCOC(=O)OC
Spin multiplicity: 1
Charge: 0
LUMO level in eV: -0.066
Gap between HOMO and LUMO in eV: 8.4

Entry 2:
This record from OMol25 describes 2 unconnected molecules or ions with the total composition C2H9N2O at a distorted geometry. The level of theory is ωB97M-V/def2-TZVPD.

Atoms and positions in Å:
1 C -1.00 1.57 1.69
2 N 0.05 1.89 0.68
3 H -1.49 2.45 2.10
4 H -1.71 0.88 1.24
5 H -0.55 1.03 2.52
6 H 0.67 1.08 0.49
7 H 0.62 2.69 0.96
8 H -0.42 2.09 -0.20
9 C 0.24 -2.23 -1.06
10 N 1.19 -2.35 -2.01
11 O -0.05 -1.22 -0.45
12 H -0.31 -3.17 -0.93
13 H 1.05 -3.14 -2.62
14 H 1.70 -1.58 -2.41

Calculated values
Spin multiplicity: 1
Charge: +1
LUMO level in eV: -3.518
Gap between HOMO and LUMO in eV: 10.2

Entry 3:
This record from OMol25 describes 8 unconnected molecules or ions with the total composition C21H33BBrCl17FO4P at a distorted geometry. The level of theory is ωB97M-V/def2-TZVPD.

Atoms and positions in Å:
1 C 4.02 4.38 -0.54
2 C 2.41 4.63 -0.90
3 C 1.57 3.71 0.16
4 F 0.90 4.56 1.20
5 C 0.40 2.78 -0.51
6 C 0.71 1.60 -1.42
7 B 2.25 1.14 -1.82
8 C 2.91 1.75 -3.23
9 O 3.07 0.24 -0.97
10 C -0.57 0.70 -2.00
11 O -0.64 0.23 -3.26
12 C -1.80 0.46 -0.89
13 C -2.51 -1.02 -0.85
14 Br -4.37 -1.03 -1.69
15 C -2.47 -1.77 0.62
16 C -1.65 -3.22 0.59
17 C -2.13 1.62 -0.02
18 P -3.50 1.50 1.30
19 O -3.34 3.00 2.25
20 Cl -5.46 1.63 0.48
21 C -1.23 3.02 -0.21
22 O -1.76 4.26 -0.14
23 H 4.15 4.79 0.57
24 H 4.74 4.92 -1.30
25 H 4.27 3.21 -0.45
26 H 2.13 5.76 -0.76
27 H 2.20 4.30 -2.02
28 H 2.31 3.00 0.73
29 H 3.93 2.31 -3.05
30 H 3.16 0.81 -3.89
31 H 2.15 2.42 -3.83
32 H 2.66 0.21 -0.04
33 H -1.86 -1.72 -1.58
34 H -3.61 -1.99 0.90
35 H -2.04 -1.09 1.48
36 H -2.25 -4.02 -0.03
37 H -0.54 -3.09 0.22
38 H -1.62 -3.59 1.72
39 H -3.89 3.68 1.72
40 C 0.05 1.38 3.77
41 Cl -1.42 1.31 2.79
42 Cl 1.49 1.17 2.77
43 H 0.09 2.36 4.27
44 H 0.02 0.59 4.52
45 C -2.36 -4.09 5.14
46 Cl -3.33 -4.69 3.78
47 Cl -1.31 -2.76 4.64
48 H -3.03 -3.74 5.93
49 H -1.75 -4.91 5.52
50 C 3.52 8.63 -0.55
51 Cl 4.02 7.22 -1.49
52 Cl 4.74 9.06 0.64
53 H 3.37 9.47 -1.23
54 H 2.58 8.40 -0.04
55 C -2.51 -0.36 -6.36
56 Cl -3.31 -1.92 -6.15
57 Cl -3.67 0.89 -6.83
58 H -2.04 -0.07 -5.41
59 H -1.75 -0.45 -7.13
60 C -3.96 -4.72 -2.57
61 Cl -4.20 -5.72 -1.13
62 Cl -2.30 -4.85 -3.16
63 H -4.64 -5.06 -3.35
64 H -4.17 -3.68 -2.32
65 C 5.24 -0.31 3.00
66 Cl 4.57 0.55 1.61
67 Cl 4.64 0.37 4.52
68 H 4.95 -1.36 2.94
69 H 6.33 -0.23 2.98
70 C 2.29 -2.45 5.88
71 Cl 1.49 -4.01 6.08
72 Cl 1.13 -1.20 5.40
73 H 2.76 -2.16 6.82
74 H 3.05 -2.54 5.10
75 C -2.60 -8.76 -3.67
76 Cl -1.85 -10.24 -4.26
77 Cl -4.07 -8.37 -4.58
78 H -2.86 -8.88 -2.61
79 H -1.89 -7.93 -3.77

Calculated values
Spin multiplicity: 1
Charge: 0
LUMO level in eV: -1.834
Gap between HOMO and LUMO in eV: 7.2